[1]
{"formula": "C31H25N2O7SiV", "method": "ωB97M-V/def2-TZVPD", "homo_lumo_gap_ev": 5.4, "energy_ev": -83419.453, "e_above_lowest_ev": 0.000, "charge": 2, "e_homo_ha": -0.53457, "symbols": ["V", "O", "C", "O", "C", "C", "N", "N", "C", "C", "O", "O", "H", "H", "H", "C", "C", "O", "C", "C", "C", "C", "C", "C", "O", "H", "H", "H", "H", "H", "H", "H", "O", "Si", "C", "C", "C", "C", "C", "C", "C", "C", "C", "C", "C", "C", "C", "C", "C", "C", "C", "C", "H", "H", "H", "H", "H", "H", "H", "H", "H", "H", "H", "H", "H", "H", "H"], "coordinates": [[-0.37285, 0.18457, 0.16709], [3.91113, 0.40744, 4.17546], [2.75034, 0.10596, 4.74105], [2.61387, -0.05219, 5.91679], [1.54691, -0.02934, 3.85169], [0.28190, -0.34654, 4.33574], [-0.56819, -0.35770, 3.30620], [0.06820, -0.07599, 2.16423], [1.35136, 0.11122, 2.48497], [2.19625, 0.42294, 1.31213], [3.36787, 0.59117, 1.29106], [1.38875, 0.47356, 0.20515], [3.87884, 0.50941, 3.20829], [-0.03128, -0.54615, 5.34849], [-1.57471, -0.51979, 3.31032], [-0.47324, -0.13863, -4.04964], [-0.72527, -0.56712, -2.65170], [-0.33030, 0.22134, -1.74048], [-1.38614, -1.79812, -2.31749], [-1.86460, -2.65959, -3.32256], [-2.49841, -3.83615, -2.99629], [-2.66328, -4.18190, -1.65530], [-2.20020, -3.35857, -0.63997], [-1.56898, -2.17858, -0.97550], [-1.10520, -1.38703, 0.03575], [0.07287, 0.79948, -4.05833], [-1.42425, -0.01462, -4.57281], [0.09548, -0.90445, -4.57995], [-1.73103, -2.39357, -4.36177], [-2.86195, -4.49156, -3.77450], [-3.15614, -5.11013, -1.39805], [-2.31330, -3.62649, 0.40139], [-1.44016, 1.37588, 0.42062], [-2.71495, 2.49454, 1.13968], [-3.91755, 2.58899, -0.24325], [-4.03973, 1.58080, -1.20518], [-5.02045, 1.65176, -2.18079], [-5.89645, 2.72899, -2.20549], [-5.79554, 3.73227, -1.25310], [-4.81338, 3.66341, -0.27611], [-3.17828, 1.38892, 2.55806], [-3.11504, 1.81346, 3.88712], [-3.43026, 0.94154, 4.92468], [-3.81602, -0.36167, 4.64518], [-3.91559, -0.79248, 3.32331], [-3.60698, 0.08009, 2.28907], [-1.73640, 3.98109, 1.55835], [-0.78255, 3.94781, 2.58665], [0.01537, 5.04883, 2.84476], [-0.12632, 6.19944, 2.07814], [-1.05191, 6.24433, 1.04593], [-1.84739, 5.14013, 0.78064], [-3.36869, 0.72704, -1.19539], [-5.11071, 0.86686, -2.92046], [-6.66332, 2.78360, -2.96642], [-6.48290, 4.56704, -1.26804], [-4.75459, 4.45183, 0.46600], [-2.82895, 2.83042, 4.12266], [-3.38640, 1.28597, 5.94949], [-4.06678, -1.03719, 5.45258], [-4.25615, -1.79671, 3.10639], [-3.71652, -0.25772, 1.26220], [-0.65922, 3.05582, 3.19177], [0.74284, 5.01756, 3.64494], [0.49186, 7.06273, 2.28529], [-1.15300, 7.13908, 0.44692], [-2.55684, 5.18248, -0.03659]], "lowdin_charge": [1.204, 0.177, -0.472, 0.168, 0.003, 0.081, 0.113, 0.003, -0.100, -0.401, 0.226, -0.081, 0.094, 0.166, 0.130, 0.049, -0.245, -0.032, -0.084, 0.028, -0.018, 0.007, 0.034, -0.223, -0.126, 0.111, 0.122, 0.122, 0.130, 0.129, 0.133, 0.136, -0.260, 0.750, -0.239, -0.094, -0.064, -0.046, -0.045, -0.082, -0.240, -0.072, -0.050, -0.056, -0.076, -0.110, -0.245, -0.101, -0.056, -0.041, -0.047, -0.073, 0.083, 0.110, 0.119, 0.120, 0.112, 0.109, 0.122, 0.121, 0.118, 0.105, 0.092, 0.116, 0.120, 0.119, 0.099]}

***

[2]
{"formula": "C31H25N4O2SSe2Zr", "method": "ωB97M-V/def2-TZVPD", "homo_lumo_gap_ev": 7.5, "energy_ev": -185394.244, "e_above_lowest_ev": 0.521, "charge": 3, "e_homo_ha": -0.62891, "symbols": ["Zr", "C", "C", "C", "C", "C", "C", "H", "H", "H", "H", "H", "H", "Se", "Se", "C", "C", "C", "C", "C", "N", "C", "C", "C", "C", "C", "N", "H", "H", "H", "H", "H", "H", "H", "H", "O", "S", "O", "N", "C", "C", "C", "C", "C", "C", "C", "C", "N", "C", "C", "C", "C", "C", "C", "C", "H", "H", "H", "H", "H", "H", "H", "H", "H", "H", "H"], "coordinates": [[-0.39451, 0.13180, 0.81681], [1.32158, -3.19354, 0.17804], [2.62442, -2.71553, 0.13482], [3.07002, -1.81137, 1.08702], [2.21656, -1.38561, 2.09712], [0.90924, -1.88093, 2.17372], [0.46690, -2.79406, 1.19711], [1.00316, -3.95138, -0.52631], [3.30481, -3.07857, -0.62545], [4.09899, -1.47662, 1.06502], [2.60355, -0.76302, 2.89420], [0.36337, -1.78421, 3.10669], [-0.44983, -3.34958, 1.34302], [-1.79702, 0.61874, 4.43450], [0.12263, 1.31018, 3.34801], [-0.70682, 2.69434, 2.26097], [-0.74334, 4.01583, 2.63936], [-1.37019, 4.91383, 1.77982], [-1.89677, 4.44885, 0.58364], [-1.81001, 3.10224, 0.28497], [-1.24332, 2.21981, 1.12430], [-2.44968, -0.74953, 3.25120], [-3.43932, -1.54402, 3.82198], [-4.03810, -2.53414, 3.07284], [-3.60036, -2.72653, 1.76287], [-2.60129, -1.92673, 1.27497], [-2.01802, -0.91708, 1.98410], [-0.29555, 4.33923, 3.56900], [-1.43899, 5.96220, 2.04002], [-2.36467, 5.12676, -0.11600], [-2.19632, 2.71747, -0.64707], [-3.71024, -1.37433, 4.85678], [-4.81016, -3.16110, 3.49915], [-4.02706, -3.50184, 1.14203], [-2.22370, -2.10145, 0.27662], [1.38936, 1.11856, 0.85457], [1.49844, 1.08528, -0.66636], [0.57592, 2.05839, -1.19757], [0.82167, -0.38228, -0.84439], [0.10396, -0.68741, -2.03471], [0.67764, -1.21736, -3.16300], [-0.09862, -1.50793, -4.30029], [-1.44427, -1.27225, -4.30893], [-2.07539, -0.74092, -3.16053], [-3.45913, -0.49012, -3.08495], [-3.99789, 0.04185, -1.93492], [-3.16466, 0.28976, -0.84914], [-1.85491, 0.04334, -0.86099], [-1.29306, -0.44610, -2.01801], [3.20992, 1.21962, -1.03763], [4.05307, 1.65088, -0.01720], [5.41529, 1.67852, -0.26274], [5.91328, 1.26060, -1.49200], [5.05000, 0.85321, -2.50441], [3.68413, 0.83055, -2.28462], [1.73962, -1.43042, -3.17025], [0.38694, -1.92738, -5.17100], [-2.04179, -1.48831, -5.18502], [-4.09324, -0.71684, -3.93381], [-5.05436, 0.25523, -1.85692], [-3.58230, 0.68549, 0.06965], [3.65243, 1.96392, 0.93637], [6.08715, 2.03032, 0.50816], [6.98020, 1.25796, -1.67006], [5.43872, 0.56047, -3.46994], [3.00187, 0.54327, -3.07525]], "lowdin_charge": [1.688, -0.057, -0.035, -0.042, -0.087, -0.199, -0.114, 0.127, 0.129, 0.127, 0.122, 0.106, 0.110, 0.853, 0.808, -0.598, -0.030, 0.030, 0.020, -0.085, -0.110, -0.607, -0.072, 0.026, 0.001, -0.155, -0.126, 0.132, 0.142, 0.137, 0.118, 0.122, 0.143, 0.135, 0.111, -0.555, 0.729, -0.235, -0.238, -0.261, 0.025, -0.009, 0.025, -0.117, 0.073, 0.009, -0.118, -0.057, -0.148, -0.285, -0.047, -0.023, -0.007, -0.023, -0.041, 0.125, 0.133, 0.140, 0.148, 0.133, 0.129, 0.120, 0.129, 0.131, 0.129, 0.114]}

***

Which of these has the lowest charge? C31H25N2O7SiV